This record from the OMol25 dataset describes a molecular structure, C42H66BiI2OP3S3Si in a non-equilibrium geometry. The level of theory is ωB97M-V/def2-TZVPD.

CARTESIAN COORDINATES (ANGSTROEM)
C  -3.9660  -1.5346  -1.7326
C  -4.8011  -1.7700  -2.9738
H  -1.8760  -5.1192  0.0619
H  1.7286  1.1315  4.4472
H  -0.1444  -4.6748  3.1107
C  1.7422  -2.3876  -0.9684
H  3.4750  0.4164  -1.7736
C  3.3924  3.6571  -1.3013
C  0.1722  0.8596  -2.6992
C  3.2477  -0.6338  -1.6455
H  -4.2004  1.2543  -0.8056
H  4.5387  4.7119  0.1714
P  0.1795  -2.9545  -0.1956
H  -2.9989  -2.3168  5.3452
C  0.2585  0.3664  -5.0771
O  -0.9819  -1.0188  2.7064
P  -1.5751  2.6243  -1.4926
H  -2.9354  4.6503  -3.2254
H  0.9490  -3.9439  -3.0289
C  4.4079  -0.2244  1.6016
H  0.0671  5.7328  -0.0249
C  3.9414  -2.9117  -1.8657
H  -5.1748  -2.7953  -3.0040
C  2.1119  -4.3368  1.5465
C  3.5850  2.1561  4.2168
H  1.6277  3.8867  3.1469
H  -2.7660  -3.0661  3.7478
H  -5.8067  -3.4920  -0.4763
H  -0.8128  4.4514  0.7976
H  0.4548  -5.2734  -0.9598
H  4.3373  1.5131  3.7686
C  -1.6700  -4.8961  -0.9798
Si  0.8090  0.4665  -0.9447
C  0.7623  -3.6351  1.4484
C  -0.6931  1.3396  -5.3244
C  -0.9169  4.3859  -1.3851
H  -5.3666  2.2687  -1.6447
C  2.7234  -3.3088  -1.3485
H  -2.3576  -4.1115  -1.2901
H  -0.4195  -5.0232  -3.3071
C  1.9576  1.8849  -0.4621
C  -4.4303  -1.8292  -0.5098
C  2.9424  -1.1887  3.4370
H  4.6786  -3.6516  -2.1508
H  3.4199  -2.1666  3.3379
H  0.8031  -2.7224  2.0540
H  3.4705  -0.6401  4.2192
S  -2.0265  -0.8372  3.7935
H  2.1326  2.4460  -2.5300
H  4.4213  0.2228  0.6073
H  3.6528  2.0327  5.3003
H  0.6690  -0.2172  -5.8912
H  -3.5245  3.6494  -0.8595
C  2.4686  2.6468  -1.5188
C  -3.7067  3.9215  -2.9779
H  -1.3176  -4.0784  1.9275
C  -0.1893  4.6711  -0.0686
H  4.9273  -1.1852  1.5388
P  1.8108  1.0100  2.1367
H  2.5012  -1.1148  1.3693
C  -1.1639  -0.1018  5.1719
C  -0.8098  1.8400  -2.9614
C  -3.3698  3.0467  -1.7641
H  2.1221  -5.2752  0.9858
H  1.9140  -1.3520  3.7699
S  -2.4010  -0.8155  -2.0689
H  -1.8905  -5.7939  -1.5638
C  3.3728  3.1379  1.0404
H  0.1757  5.8714  -2.4847
C  -0.3283  -4.5232  2.0447
H  0.2399  2.9335  3.6376
H  3.7594  4.2458  -2.1324
H  2.5256  -4.3669  -1.2385
H  -1.7649  -0.2116  6.0739
C  4.2103  -1.5599  -2.0052
H  0.8424  4.2483  -2.6597
C  1.9937  -1.0146  -1.1349
C  2.4473  2.1159  0.8355
H  -0.3324  -5.5060  1.5697
C  0.6889  0.1371  -3.7775
H  -0.6942  -3.3050  -3.0087
H  -6.5277  -1.9715  -1.0083
H  -1.0281  0.9540  4.9468
H  -6.1659  -2.2283  0.7000
H  -1.0380  1.5217  -6.3343
C  -4.3469  1.8776  -1.6899
H  1.4266  -0.6358  -3.6037
C  -5.8118  -2.4107  -0.3129
H  -5.6652  -1.1005  -3.0061
H  0.7339  4.0982  0.0181
C  -0.0770  -4.1597  -2.7314
H  3.7490  3.3316  2.0333
H  2.3058  -4.5837  2.5945
H  -3.8937  3.3023  -3.8556
H  3.8566  3.1910  4.0053
H  -4.2151  -1.5979  -3.8750
H  2.9367  -3.7181  1.1967
I  -2.9466  4.5407  3.7608
C  -0.2231  -4.4576  -1.2370
C  -0.0854  4.8153  -2.5904
H  -4.6264  4.4748  -2.7760
Bi  -1.6382  0.0700  0.2426
C  2.1487  1.8610  3.7534
H  1.3505  3.5512  4.8560
H  4.9864  0.4196  2.2636
H  -0.6203  4.6943  -3.5322
C  3.8303  3.9143  -0.0135
H  -4.2624  1.2387  -2.5697
H  5.1644  -1.2267  -2.3933
C  1.2893  3.1244  3.8521
C  -1.2157  2.0748  -4.2704
C  2.9825  -0.4535  2.0969
H  -1.3626  -2.8761  4.8537
C  -2.3049  -2.4476  4.5148
I  -2.4225  2.1459  1.9893
H  -1.9614  2.8274  -4.4775
H  -0.2051  -0.6096  5.2715
H  -1.8273  4.9891  -1.3784
S  -3.5364  -1.5899  0.9818

Results
E_HOMO (spin up / spin down) = -6.60 / -6.48 eV
multiplicity = 1
energy above the lowest of the compared OMol25 structures with the same formula, charge and spin = 40.2 kcal/mol
frontier orbital gap (spin up / spin down) = 5.0 / 4.9 eV

These are the Löwdin partial charges, in e, on atoms 1 to 4: C -0.7750; C -0.1297; H 0.0470; H 0.0751

This record from the OMol25 dataset describes C16H22BrN3S in the gas phase in a non-equilibrium geometry. The level of theory is ωB97M-V/def2-TZVPD.

CARTESIAN COORDINATES (ANGSTROEM)
C  0.8032  -2.0937  -2.3376
N  -1.2779  0.7778  2.2320
C  -0.4332  3.8861  3.9809
C  -1.7473  -2.0197  -2.0133
C  -1.4004  1.6646  0.0743
H  -0.3843  4.6220  3.1853
C  -1.4552  -0.7888  0.2588
H  2.0289  -4.3008  -3.4448
C  2.1103  -3.4122  -4.0553
C  -0.2477  3.5931  6.3460
H  -0.5988  1.4613  -0.7569
H  -1.4480  -2.9133  -1.4646
H  3.1161  -2.8084  -5.8225
H  2.9331  -1.9199  -2.6967
H  -0.8204  1.7112  7.0778
C  -0.8694  1.7577  4.8977
H  -0.5698  -2.4074  -3.8439
Br  0.4008  6.2393  5.6947
C  3.2583  -3.5414  -5.0043
H  -2.6892  -2.1489  -2.5296
H  -0.6261  -0.7061  -3.2540
H  0.3188  2.6976  0.8290
H  -2.3549  1.9074  -0.2932
H  3.3187  -4.6214  -5.3171
C  -0.7829  2.6319  0.9934
H  -1.1440  3.5902  0.8772
C  -0.0567  4.4144  5.2457
H  -1.0507  0.6943  4.8438
C  -0.5917  -1.7306  -2.9623
H  4.2520  -3.3628  -4.4949
C  -0.7630  2.5650  3.7272
S  -1.2591  -2.1719  1.1982
N  -1.8601  -0.8712  -1.1293
C  -0.9254  1.9964  2.3678
H  1.8559  -1.1441  -3.8340
H  0.2258  3.9388  7.3168
C  2.0609  -2.0100  -3.2804
H  1.0420  -1.3911  -1.5437
N  -1.4650  0.4764  0.9126
C  -0.7099  2.2877  6.1424
H  -2.1242  0.0177  -1.5442
H  0.7873  -3.1161  -1.9580
H  1.1432  -3.4508  -4.6211

Results
E_HOMO = -7.91 eV
SMILES string = CCCCCCNC(=S)N1CCC(c2cccc(Br)c2)=N1
multiplicity = 1
frontier orbital gap = 7.9 eV

These are the Löwdin partial charges, in e, on atoms 1 to 4: C -0.2062; N 0.1507; C -0.0627; C -0.2196

This record from the OMol25 dataset describes 10 unconnected molecules or ions with the total composition C3H24NO11 in a non-equilibrium geometry. The level of theory is ωB97M-V/def2-TZVPD.

CARTESIAN COORDINATES (ANGSTROEM)
H  -2.3240  1.8501  0.3521
O  0.1559  -4.0799  -1.4102
H  -0.0174  0.1247  1.7782
O  -1.1350  0.7147  -0.4324
H  3.3161  -0.4259  1.8171
O  -1.7441  2.7976  -2.7124
H  -0.6426  -3.6124  -1.6475
O  -0.4551  4.1680  1.5639
H  -0.0895  3.8137  2.3342
H  -2.2191  -2.6992  0.7965
H  -1.1388  3.5709  1.1888
H  0.6007  -3.7741  -0.6090
C  1.2592  -2.1395  2.4251
H  -2.1531  -0.2101  -1.2766
H  2.1843  -1.9592  -2.5796
O  1.3229  -1.8663  -3.0000
H  0.5624  1.4684  0.0774
O  2.4841  3.5574  0.6691
O  -2.6232  -0.7009  -2.0191
H  0.7147  0.0405  -1.1583
H  -1.7085  2.1985  -1.9571
C  0.9257  -1.5011  1.0759
O  -2.8626  -3.0058  0.1497
H  2.3172  -1.8988  2.5228
O  -2.6382  2.5869  0.9258
H  1.6218  3.3702  1.0581
H  2.9214  0.1655  3.0726
H  0.7580  -2.2840  -2.3324
H  -2.9040  3.1790  0.2426
H  2.9214  2.7085  0.8330
H  0.6715  -1.7232  3.2482
O  3.5836  0.2943  2.3990
H  -0.9265  3.2717  -2.7934
O  1.4078  -2.1024  0.1015
C  0.1629  0.5344  -0.3588
H  -2.7568  -2.3796  -0.5800
H  -2.4117  -0.3287  -2.8602
H  1.3057  -3.2147  2.4922
N  0.5628  -0.2247  1.0287

Results
E_HOMO = -5.86 eV
multiplicity = 1
charge = -1
energy above the lowest of the compared OMol25 structures with the same formula, charge and spin = 58.9 kcal/mol
frontier orbital gap = 8.4 eV

These are the Löwdin partial charges, in e, on atoms 1 to 4: H 0.0192; O -0.0674; H 0.1213; O -0.2758

This record from the OMol25 dataset describes 3 unconnected molecules or ions with the total composition C4H8O2. The level of theory is ωB97M-V/def2-TZVPD.

CARTESIAN COORDINATES (ANGSTROEM)
O  2.1306  -0.9669  -0.3041
H  0.7741  0.2279  2.4732
H  -0.6244  -0.2780  1.3975
H  0.7792  2.1157  0.0376
H  -2.2260  1.2399  -0.2874
H  -2.0034  1.9113  -0.0499
C  0.3935  0.1224  1.4522
H  2.0614  -1.8195  0.1444
C  -0.8634  -0.8850  -1.3950
C  0.8599  1.1010  0.3823
H  -0.5434  -0.0714  -2.0706
H  -0.1294  -1.6981  -1.2503
O  -1.9416  -0.9029  -0.8560
C  1.3330  -0.0965  0.3260

Results
E_HOMO = -9.06 eV
SMILES string = OC1=CC1.[H][H].C=O
multiplicity = 1
energy above the lowest of the compared OMol25 structures with the same formula, charge and spin = 121.3 kcal/mol
frontier orbital gap = 9.7 eV

These are the Löwdin partial charges, in e, on atoms 1 to 4: O 0.0789; H 0.0808; H 0.0667; H 0.0939

This record from the OMol25 dataset describes a molecular structure, C6H10O. The level of theory is ωB97M-V/def2-TZVPD.

CARTESIAN COORDINATES (ANGSTROEM)
H  -2.6411  -0.7185  1.1468
C  -0.6572  -0.0650  0.8050
C  0.9886  -1.1272  0.2499
H  0.8809  2.2709  -0.9226
H  2.3104  1.3700  -0.4030
H  1.4218  -0.7753  -1.8383
C  -2.0890  -0.2239  0.3412
H  -0.3172  -1.2975  -1.5832
H  -0.6050  0.5945  1.6832
O  -0.0894  -1.3940  1.1254
C  1.2542  1.5566  -0.1787
H  1.9773  -1.5060  0.4980
H  -2.1502  -0.8605  -0.5463
C  0.5007  0.2511  -0.1443
H  1.2138  2.0479  0.8020
C  0.5793  -0.8545  -1.1577
H  -2.5779  0.7314  0.1227

Results
E_HOMO = -8.96 eV
multiplicity = 1
energy above the lowest of the compared OMol25 structures with the same formula, charge and spin = 37.6 kcal/mol
frontier orbital gap = 10.0 eV

These are the Löwdin partial charges, in e, on atoms 1 to 4: H 0.0854; C -0.2836; C -0.2337; H 0.0776

This record from the OMol25 dataset describes C3H7N3S in the gas phase in a non-equilibrium geometry. The level of theory is ωB97M-V/def2-TZVPD.

CARTESIAN COORDINATES (ANGSTROEM)
H  0.4732  2.0950  0.2133
S  2.4552  0.7086  -0.3125
N  -2.5792  0.2483  -0.3321
N  -0.3732  1.5962  0.3818
C  -0.2956  0.4093  -0.0551
H  -1.0796  -0.9743  -0.9052
H  0.7676  -0.9041  -1.3817
N  -1.3766  -0.6080  -0.0124
C  1.0084  -0.3523  -0.5269
H  -3.1036  -0.0275  0.5163
C  1.9109  -0.8430  0.5448
H  2.4510  -1.7188  0.2474
H  1.8055  -0.9090  1.6882
H  -2.0641  1.2794  -0.0656

Results
E_HOMO = -9.30 eV
SMILES string = [H]/N=C(/NN)[C@@H]1CS1
multiplicity = 1
energy above the lowest of the compared OMol25 structures with the same formula, charge and spin = 84.3 kcal/mol
frontier orbital gap = 10.0 eV

These are the Löwdin partial charges, in e, on atoms 1 to 4: H 0.0059; S 0.8374; N -0.0492; N 0.1139